1.
C3H5N3O | ωB97M-V/def2-TZVPD

Computed properties:
ΔE to the lowest compared entry with this formula, charge and spin = 5.543 eV
LUMO (spin up / spin down) = -1.5 / -1.5 eV
Strongest force on any atom = 0.51 eV/A
HOMO (spin up / spin down) = -8.36 / -8.36 eV

The geometry in ORCA input format:
```
! RIJCOSX wB97M-V def2-TZVPD def2/J DEFGRID3
* xyz 0 1
O 1.984 -1.338 -0.046
C 1.057 -0.829 0.718
C -0.208 -0.492 0.281
N -0.370 -0.458 -1.073
N -1.338 0.399 -1.160
C -1.837 0.946 0.080
N -1.067 0.308 0.976
H 1.614 -1.448 -0.946
H 1.085 1.596 -0.142
H 1.384 -0.587 1.725
H -1.636 0.686 -2.084
H 0.443 1.929 0.045
*
```

Results of the Löwdin charge analysis, in e, for atoms 1 through 2: 0.1094, -0.0568

2.
H2N3O3P | ωB97M-V/def2-TZVPD

Computed properties:
SMILES string = [H]/N=N/N=P([O-])([O-])O
ΔE to the lowest compared entry with this formula, charge and spin = 1.839 eV
LUMO (spin up / spin down) = 7.6 / 7.6 eV
Strongest force on any atom = 4.31 eV/A
HOMO (spin up / spin down) = 2.02 / 2.02 eV

The geometry in ORCA input format:
```
! RIJCOSX wB97M-V def2-TZVPD def2/J DEFGRID3
* xyz -2 1
H -2.791 1.163 0.835
N -1.955 0.516 0.775
N -1.282 1.106 -0.176
N -0.205 1.057 -0.680
P 1.477 -0.276 -0.102
O 1.905 -0.382 1.333
O 2.562 -0.213 -1.177
O 0.574 -1.697 -0.495
H -0.285 -1.274 -0.313
*
```

Results of the Löwdin charge analysis, in e, for atoms 1 through 2: -0.0600, -0.1793

3.
C5H7N2O3S | ωB97M-V/def2-TZVPD

Computed properties:
ΔE to the lowest compared entry with this formula, charge and spin = 4.222 eV
LUMO (spin up / spin down) = 3.1 / 2.3 eV
Strongest force on any atom = 5.09 eV/A
HOMO (spin up / spin down) = -5.38 / -4.22 eV

The geometry in ORCA input format:
```
! RIJCOSX wB97M-V def2-TZVPD def2/J DEFGRID3
* xyz -1 1
C -0.609 -2.295 0.635
C 0.422 -1.452 0.829
C -0.794 -0.904 -0.956
C -2.621 1.960 0.031
C 1.016 0.610 -0.447
N -1.402 -1.968 -0.452
N 0.280 -0.514 -0.270
O 2.597 0.480 1.485
O 3.213 -0.564 -0.750
O 3.317 1.776 -0.449
S 2.680 0.580 0.027
H -0.698 -3.088 1.341
H 1.227 -1.235 1.395
H -1.349 -0.516 -1.806
H -1.590 1.666 -0.209
H -3.432 1.352 0.395
H -2.784 2.945 0.448
H 0.527 1.167 -1.246
*
```

Results of the Löwdin charge analysis, in e, for atoms 1 through 2: -0.1803, -0.0035

4.
C2H4O2S | ωB97M-V/def2-TZVPD

Computed properties:
SMILES string = S=C1CO1.O
ΔE to the lowest compared entry with this formula, charge and spin = 4.133 eV
LUMO = 0.2 eV
Strongest force on any atom = 8.42 eV/A
HOMO = -9.32 eV

The geometry in ORCA input format:
```
! RIJCOSX wB97M-V def2-TZVPD def2/J DEFGRID3
* xyz 0 1
S -1.027 -1.741 -0.878
C 0.222 -0.829 -0.561
C 0.976 0.434 -0.643
O 1.431 -0.819 -0.145
H 1.419 0.731 -1.595
H 0.985 1.039 0.145
O -0.853 -0.442 1.696
H -1.261 -0.598 0.947
H -1.551 -1.181 1.845
*
```

Results of the Löwdin charge analysis, in e, for atoms 1 through 2: 0.7911, -0.8718

5.
C5H7NO | ωB97M-V/def2-TZVPD

Computed properties:
SMILES string = C=C=C/C(O)=N/C
ΔE to the lowest compared entry with this formula, charge and spin = 3.900 eV
LUMO = 0.5 eV
Strongest force on any atom = 2.08 eV/A
HOMO = -8.41 eV

The geometry in ORCA input format:
```
! RIJCOSX wB97M-V def2-TZVPD def2/J DEFGRID3
* xyz 0 1
C 1.363 -2.483 -0.398
C 1.256 -1.199 -0.515
C 1.309 0.107 -0.443
C 0.080 0.724 0.061
O 0.048 2.083 0.040
N -0.916 0.006 0.368
C -2.128 0.675 0.781
H 0.866 -3.195 -1.046
H 2.461 -2.334 -0.361
H 2.136 0.668 -0.865
H 0.887 2.407 -0.312
H -2.403 1.490 0.099
H -2.016 1.103 1.784
H -2.944 -0.052 0.808
*
```

Results of the Löwdin charge analysis, in e, for atoms 1 through 2: 0.0278, -0.1148

6.
C5H13NOS | ωB97M-V/def2-TZVPD

Computed properties:
ΔE to the lowest compared entry with this formula, charge and spin = 0.864 eV
LUMO (spin up / spin down) = 3.4 / 3.4 eV
Strongest force on any atom = 1.73 eV/A
HOMO (spin up / spin down) = 0.94 / -5.03 eV
<S²> = 0.75

The geometry in ORCA input format:
```
! RIJCOSX wB97M-V def2-TZVPD def2/J DEFGRID3
* xyz -1 2
C 0.661 -1.862 -1.356
C -0.336 -2.107 -2.549
C 0.290 -0.450 -0.860
O 0.804 0.493 -1.422
N -0.811 -0.497 -0.025
H 0.629 -2.619 -0.579
H 1.636 -1.821 -1.820
H -0.803 -1.194 -2.912
H -1.138 -2.770 -2.294
H -1.370 0.295 0.266
H -0.813 -1.317 0.589
H 0.273 -2.538 -3.365
C 0.478 2.767 0.750
C -0.263 0.896 2.896
S -0.536 2.601 2.202
H -0.189 3.089 -0.063
H 1.292 3.482 0.905
H 0.914 1.888 0.285
H -1.167 0.267 2.969
H -0.054 1.114 3.944
H 0.503 0.283 2.438
*
```

Results of the Löwdin charge analysis, in e, for atoms 1 through 2: -0.2230, -0.1208

7.
C2HBrClIO | ωB97M-V/def2-TZVPD

Computed properties:
ΔE to the lowest compared entry with this formula, charge and spin = 2.647 eV
LUMO (spin up / spin down) = -0.8 / -0.7 eV
Strongest force on any atom = 3.41 eV/A
HOMO (spin up / spin down) = -8.57 / -8.46 eV

The geometry in ORCA input format:
```
! RIJCOSX wB97M-V def2-TZVPD def2/J DEFGRID3
* xyz 0 1
C 0.203 -1.358 -0.525
C 0.163 1.055 0.276
O 1.014 -1.685 -1.308
Cl -1.030 -2.135 0.264
Br 0.003 0.874 2.128
I -1.473 1.836 -0.773
H 1.121 1.413 -0.061
*
```

Results of the Löwdin charge analysis, in e, for atoms 1 through 2: -0.7869, -1.2317

8.
C3H6N2OS | ωB97M-V/def2-TZVPD

Computed properties:
SMILES string = NC(N)=CC(O)=S
ΔE to the lowest compared entry with this formula, charge and spin = 0.956 eV
LUMO = 0.6 eV
Strongest force on any atom = 1.65 eV/A
HOMO = -8.07 eV

The geometry in ORCA input format:
```
! RIJCOSX wB97M-V def2-TZVPD def2/J DEFGRID3
* xyz 0 1
N 0.693 -1.578 -0.084
C 0.764 -0.216 0.042
N 2.029 0.325 0.178
C -0.358 0.619 0.002
C -1.733 0.223 0.026
O -2.648 1.225 0.077
S -2.303 -1.370 0.050
H 1.436 -2.090 0.403
H -0.284 -1.974 -0.005
H 2.062 1.292 -0.168
H 2.758 -0.222 -0.210
H -0.172 1.676 -0.221
H -2.244 2.089 -0.090
*
```

Results of the Löwdin charge analysis, in e, for atoms 1 through 2: 0.1049, -0.4219

9.
C2H4OS | ωB97M-V/def2-TZVPD

Computed properties:
SMILES string = C=C.O=S
ΔE to the lowest compared entry with this formula, charge and spin = 3.446 eV
LUMO (spin up / spin down) = -1.5 / -1.6 eV
Strongest force on any atom = 3.61 eV/A
HOMO (spin up / spin down) = -9.32 / -8.98 eV

The geometry in ORCA input format:
```
! RIJCOSX wB97M-V def2-TZVPD def2/J DEFGRID3
* xyz 0 1
C 0.693 0.375 0.173
C 1.018 -0.839 -0.185
H 1.460 1.233 0.263
H -0.368 0.600 0.089
H 0.346 -1.652 -0.343
H 2.151 -1.015 -0.311
O -2.984 1.290 0.020
S -2.315 0.007 0.293
*
```

Results of the Löwdin charge analysis, in e, for atoms 1 through 2: -0.1482, -0.1009

10.
C21H45N3 | ωB97M-V/def2-TZVPD

Computed properties:
SMILES string = CCCC[C@@H](CN[C@H](C)CNC)NC[C@H]1CC[C@H](C(C)(C)C)CC1
ΔE to the lowest compared entry with this formula, charge and spin = 0.169 eV
LUMO = 0.9 eV
Strongest force on any atom = 0.56 eV/A
HOMO = -8.52 eV

The geometry in ORCA input format:
```
! RIJCOSX wB97M-V def2-TZVPD def2/J DEFGRID3
* xyz 0 1
C 2.159 4.638 0.964
C 2.478 4.301 -0.488
C 1.842 2.990 -0.953
C 2.475 1.758 -0.310
C 1.840 0.447 -0.779
C 2.771 -0.729 -0.442
N 4.019 -0.592 -1.173
C 5.109 -1.482 -0.799
C 4.794 -2.979 -0.896
C 5.618 -1.134 0.605
N 6.931 -1.713 0.825
C 7.462 -1.413 2.138
N 0.556 0.237 -0.126
C -0.405 -0.513 -0.909
C -1.757 -0.602 -0.196
C -2.633 -1.679 -0.834
C -3.984 -1.779 -0.130
C -4.739 -0.448 -0.203
C -6.184 -0.521 0.361
C -6.223 -1.011 1.810
C -7.024 -1.472 -0.502
C -6.844 0.863 0.294
C -3.866 0.620 0.463
C -2.510 0.728 -0.231
H 2.573 3.894 1.639
H 2.580 5.606 1.228
H 1.082 4.682 1.117
H 2.114 5.111 -1.125
H 3.560 4.239 -0.618
H 1.952 2.911 -2.038
H 0.771 3.023 -0.735
H 3.535 1.722 -0.565
H 2.385 1.804 0.776
H 1.723 0.488 -1.879
H 2.244 -1.670 -0.658
H 2.983 -0.699 0.627
H 3.828 -0.697 -2.165
H 5.920 -1.258 -1.506
H 4.494 -3.243 -1.909
H 3.992 -3.245 -0.212
H 5.680 -3.545 -0.628
H 5.613 -0.036 0.717
H 4.951 -1.555 1.362
H 7.572 -1.369 0.115
H 7.528 -0.334 2.350
H 6.815 -1.868 2.889
H 8.456 -1.849 2.227
H 0.154 1.137 0.114
H -0.007 -1.523 -1.045
H -0.550 -0.079 -1.918
H -1.562 -0.871 0.847
H -2.124 -2.644 -0.785
H -2.787 -1.438 -1.889
H -4.563 -2.575 -0.598
H -3.815 -2.048 0.913
H -4.835 -0.179 -1.263
H -7.246 -0.983 2.179
H -5.867 -2.035 1.889
H -5.616 -0.380 2.454
H -8.061 -1.455 -0.175
H -6.671 -2.497 -0.427
H -6.992 -1.171 -1.547
H -6.423 1.538 1.034
H -6.719 1.303 -0.693
H -7.909 0.776 0.495
H -4.353 1.595 0.418
H -3.707 0.367 1.512
H -2.659 1.027 -1.273
H -1.924 1.508 0.261
*
```

Results of the Löwdin charge analysis, in e, for atoms 1 through 2: -0.1137, -0.2686

11.
C4H5BrN2O | ωB97M-V/def2-TZVPD

Computed properties:
ΔE to the lowest compared entry with this formula, charge and spin = 0.000 eV
LUMO (spin up / spin down) = 0.3 / -2.4 eV
Strongest force on any atom = 4.22 eV/A
HOMO (spin up / spin down) = -7.20 / -9.18 eV
<S²> = 2.03

The geometry in ORCA input format:
```
! RIJCOSX wB97M-V def2-TZVPD def2/J DEFGRID3
* xyz 0 3
C -0.627 -0.064 0.272
C -1.677 -0.804 -0.397
C 0.577 0.274 -0.359
C -1.336 -2.024 -0.692
N 0.753 -0.047 -1.663
N 1.644 1.024 0.225
O -1.197 -3.170 -0.837
Br 2.628 -0.944 -2.117
H -0.698 0.309 1.275
H -2.476 -0.269 -0.951
H 1.922 0.799 1.137
H 2.463 0.666 -0.389
H -0.020 -0.742 -2.114
*
```

Results of the Löwdin charge analysis, in e, for atoms 1 through 2: -0.0215, -0.1024

12.
C8H17N3 | ωB97M-V/def2-TZVPD

Computed properties:
ΔE to the lowest compared entry with this formula, charge and spin = 4.292 eV
LUMO (spin up / spin down) = -8.6 / -9.1 eV
Strongest force on any atom = 4.81 eV/A
HOMO (spin up / spin down) = -16.39 / -16.07 eV

The geometry in ORCA input format:
```
! RIJCOSX wB97M-V def2-TZVPD def2/J DEFGRID3
* xyz 2 1
C -2.600 -1.427 0.466
C 0.195 -0.598 0.030
C -1.799 0.788 -0.075
C -2.242 2.129 -0.293
C 2.230 0.549 0.568
C 2.506 -1.980 0.086
C -0.089 0.789 -1.838
C 1.556 -0.810 0.482
N -0.546 0.328 -0.611
N -2.638 -0.096 0.458
N 0.394 -0.926 1.478
H -3.431 -1.839 0.928
H -1.458 2.864 -0.595
H -3.039 2.170 -1.007
H -2.678 2.626 0.593
H 1.555 1.226 1.003
H 2.998 0.432 1.304
H 2.516 0.835 -0.397
H 2.054 -2.871 -0.431
H 3.261 -1.609 -0.716
H 3.138 -2.273 0.845
H 1.007 0.863 -1.892
H -0.384 0.165 -2.650
H -0.450 1.769 -2.063
H -3.337 0.429 0.944
H -1.843 -2.038 0.122
H 0.357 -0.372 2.393
H 0.272 -1.894 1.760
*
```

Results of the Löwdin charge analysis, in e, for atoms 1 through 2: 0.1752, -0.1056